The following is a quantum chemistry calculation of a single C20H21NO4 molecule, from OMol25.

**Molar mass**: 339.39 g mol⁻¹
**SMILES**: CC(C)Oc1ccccc1[C@H]1CC(=O)Nc2cc3c(cc21)OCCO3
**E_tot**: -30761.4752 eV
**Total charge**: 0
**LUMO level**: 0.726 eV

Positions of all 46 atoms, in Å:
C1 -3.20 -2.06 -2.30
H1 -3.06 -3.12 -2.49
H2 -2.50 -1.50 -2.93
H3 -4.21 -1.77 -2.58
C2 -2.96 -1.75 -0.83
C3 -3.94 -2.51 0.06
H4 -3.72 -2.32 1.11
H5 -4.96 -2.20 -0.16
H6 -3.84 -3.58 -0.13
H7 -1.93 -2.04 -0.55
O1 -3.10 -0.33 -0.70
C4 -2.59 0.21 0.47
C5 -3.41 0.34 1.59
C6 -2.91 0.90 2.75
C7 -1.60 1.34 2.80
C8 -0.80 1.24 1.68
C9 -1.27 0.68 0.50
C10 -0.45 0.65 -0.77
C11 1.03 0.56 -0.49
C12 1.67 -0.65 -0.32
C13 3.03 -0.71 -0.03
C14 3.76 0.48 0.07
C15 3.12 1.70 -0.08
C16 1.76 1.74 -0.36
N1 1.11 2.97 -0.49
C17 -0.13 3.15 -1.01
O2 -0.65 4.24 -1.04
C18 -0.74 1.90 -1.60
H8 -1.82 2.04 -1.71
H9 -0.31 1.78 -2.60
H10 1.60 3.80 -0.18
H11 3.70 2.60 0.02
O3 5.11 0.48 0.32
C19 5.72 -0.78 0.12
C20 4.87 -1.87 0.77
H12 5.33 -2.86 0.65
O4 3.61 -1.94 0.15
H13 4.75 -1.65 1.84
H14 6.71 -0.72 0.58
H15 5.81 -0.99 -0.95
H16 1.13 -1.58 -0.40
H17 -0.75 -0.22 -1.35
H18 0.22 1.59 1.72
H19 -1.21 1.78 3.70
H20 -3.56 1.00 3.61
H21 -4.43 0.00 1.53